Entry from OMol25: a 12-piece molecular cluster, H24O12 overall in a non-equilibrium geometry (ωB97M-V with the def2-TZVPD basis set).

## Properties
relative energy (zero: lowest compared OMol25 entry of this formula, charge and spin): 49.4 kcal per mole
LUMO level: -0.04 eV
DFT total energy: -24959.55055 eV
orbital gap: 9.764 eV
HOMO level: -9.80 eV
SMILES: O.O.O.O.O.O.O.O.O.O.O.O

Last columns: bonded neighbours and bond lengths (Å).
Atoms and positions in Å:
1 O 22.559 9.571 -14.902  H2 0.953, H3 0.902
2 H 21.784 9.221 -15.333  O1 0.953
3 H 22.931 8.905 -14.421  O1 0.902
4 O 25.735 12.440 -16.469  H5 0.971, H6 0.934
5 H 25.364 12.447 -15.571  O4 0.971
6 H 26.325 13.157 -16.558  O4 0.934
7 O 22.445 11.896 -12.980  H8 0.938, H9 0.949
8 H 23.196 11.379 -12.758  O7 0.938
9 H 22.619 12.705 -12.516  O7 0.949
10 O 22.951 11.778 -15.947  H11 0.959, H12 0.959
11 H 22.839 10.905 -15.567  O10 0.959
12 H 23.802 11.622 -16.360  O10 0.959
13 O 25.696 9.750 -15.739  H14 0.974, H15 0.972
14 H 26.537 9.589 -15.275  O13 0.974
15 H 25.955 10.447 -16.365  O13 0.972
16 O 27.458 8.239 -11.458  H17 0.964, H18 0.983
17 H 26.738 8.795 -11.140  O16 0.964
18 H 28.151 8.349 -10.770  O16 0.983
19 O 25.735 14.059 -11.164  H20 0.957, H21 0.957
20 H 24.912 13.571 -11.158  O19 0.957
21 H 26.173 13.811 -10.350  O19 0.957
22 O 23.969 11.700 -10.113  H23 0.977, H24 0.964
23 H 23.291 10.997 -10.119  O22 0.977
24 H 23.698 12.204 -9.337  O22 0.964
25 O 25.251 9.184 -10.509  H26 0.988, H27 0.963
26 H 24.878 9.657 -11.293  O25 0.988
27 H 24.827 8.320 -10.540  O25 0.963
28 O 24.767 10.447 -12.891  H29 0.978, H30 0.986
29 H 24.723 10.337 -13.862  O28 0.978
30 H 25.466 11.023 -12.502  O28 0.986
31 O 26.993 11.447 -11.532  H32 0.961, H33 0.941
32 H 26.795 12.380 -11.650  O31 0.961
33 H 27.629 11.165 -12.166  O31 0.941
34 O 24.087 7.729 -13.690  H35 0.956, H36 0.981
35 H 24.498 8.556 -13.442  O34 0.956
36 H 24.875 7.144 -13.697  O34 0.981

These are the natural (NBO) partial charges, in e, on atoms 1 to 5:
1 O -0.94
2 H 0.49
3 H 0.49
4 O -0.97
5 H 0.49


Entry from OMol25: a 4-piece molecular cluster, C4H18N2O3S2 overall in a non-equilibrium geometry (ωB97M-V with the def2-TZVPD basis set).

## Properties
relative energy (zero: lowest compared OMol25 entry of this formula, charge and spin): 35.2 kcal per mole
LUMO level: 0.15 eV
DFT total energy: -35231.26345 eV
orbital gap: 8.728 eV
HOMO level: -8.58 eV
SMILES: CN[C@@H](CN)CSS.O.O.O

Last columns: bonded neighbours and bond lengths (Å).
Atoms and positions in Å:
1 S -1.063 -1.700 -1.652  S2 1.993, H9 1.380
2 S -0.886 0.115 -2.458  S1 1.993, C3 1.819
3 C -0.709 1.402 -1.185  S2 1.819, C4 1.562, H10 1.102, H11 1.118
4 C -1.164 1.156 0.289  C3 1.562, C5 1.540, N7 1.522, H12 1.085
5 C -0.008 0.314 0.862  C4 1.540, N6 1.485, H13 1.118, H14 1.068
6 N 0.235 0.661 2.286  C5 1.485, H15 1.024, H16 1.027
7 N -2.442 0.333 0.338  C4 1.522, C8 1.456, H17 1.022
8 C -3.296 0.757 1.439  N7 1.456, H18 1.098, H19 1.084, H20 1.080
9 H 0.058 -2.454 -1.931  S1 1.380
10 H 0.271 1.893 -1.071  C3 1.102
11 H -1.267 2.217 -1.709  C3 1.118
12 H -1.424 2.154 0.626  C4 1.085
13 H 0.999 0.536 0.431  C5 1.118
14 H -0.029 -0.736 0.673  C5 1.068
15 H -0.267 1.535 2.465  N6 1.024
16 H -0.242 0.160 3.045  N6 1.027
17 H -2.242 -0.669 0.345  N7 1.022
18 H -2.963 0.508 2.455  C8 1.098
19 H -3.397 1.836 1.441  C8 1.084
20 H -4.211 0.184 1.465  C8 1.080
21 H 2.079 0.275 3.605  O23 0.974
22 H 3.322 0.885 3.209  O23 0.967
23 O 2.881 0.628 4.030  H21 0.974, H22 0.967
24 H 3.028 -2.257 -1.688  O26 0.957
25 H 2.382 -1.368 -0.496  O26 0.964
26 O 2.314 -1.687 -1.403  H24 0.957, H25 0.964
27 H 3.944 -1.028 0.216  O29 0.960
28 H 3.798 0.465 -0.112  O29 0.963
29 O 3.949 -0.153 0.611  H27 0.960, H28 0.963

These are the natural (NBO) partial charges, in e, on atoms 1 to 5:
1 S -0.18
2 S 0.13
3 C -0.54
4 C -0.08
5 C -0.25


Entry from OMol25: one molecule with the formula C19H29N3O5S (ωB97M-V with the def2-TZVPD basis set).

## Properties
relative energy (zero: lowest compared OMol25 entry of this formula, charge and spin): 11.0 kcal per mole
LUMO level: 0.43 eV
DFT total energy: -45717.96196 eV
orbital gap: 8.481 eV
HOMO level: -8.05 eV
SMILES: CCOC(=O)c1sc(NC(=O)CCN2CCN(C)CC2)c(C(=O)OCC)c1C

Last columns: bonded neighbours and bond lengths (Å).
Atoms and positions in Å:
1 C -5.047 -1.145 4.276  C2 1.517, H55 1.086, H56 1.087, H57 1.086
2 C -3.917 -0.197 4.628  C1 1.517, H3 1.096, H4 1.096, O5 1.425
3 H -4.249 0.848 4.610  C2 1.096
4 H -3.514 -0.406 5.626  C2 1.096
5 O -2.877 -0.365 3.668  C2 1.425, C6 1.342
6 C -1.796 0.417 3.809  O5 1.342, O7 1.211, C8 1.456
7 O -1.680 1.234 4.695  C6 1.211
8 C -0.828 0.127 2.761  C6 1.456, C9 1.373, S40 1.750
9 C 0.400 0.696 2.533  C8 1.373, C10 1.425, C51 1.487
10 C 1.037 0.117 1.397  C9 1.425, C11 1.392, C41 1.457
11 C 0.254 -0.879 0.819  C10 1.392, N12 1.364, S40 1.710
12 N 0.604 -1.597 -0.286  C11 1.364, C13 1.370, H39 1.025
13 C -0.272 -2.462 -0.885  N12 1.370, O14 1.215, C15 1.501
14 O -1.361 -2.674 -0.390  C13 1.215
15 C 0.223 -3.084 -2.158  C13 1.501, H16 1.089, C17 1.557, H38 1.092
16 H 1.194 -2.679 -2.440  C15 1.089
17 C -0.801 -2.924 -3.320  C15 1.557, N18 1.429, H36 1.096, H37 1.093
18 N -0.985 -1.638 -3.915  C17 1.429, C19 1.444, C27 1.443
19 C -1.882 -0.674 -3.323  N18 1.444, C20 1.533, H34 1.091, H35 1.097
20 C -1.188 0.405 -2.484  C19 1.533, N21 1.452, H32 1.093, H33 1.102
21 N -0.130 1.040 -3.251  C20 1.452, C22 1.445, C26 1.451
22 C 0.505 2.099 -2.501  N21 1.445, H23 1.089, H24 1.089, H25 1.103
23 H 1.242 2.591 -3.134  C22 1.089
24 H -0.248 2.830 -2.207  C22 1.089
25 H 1.011 1.732 -1.592  C22 1.103
26 C 0.835 0.052 -3.697  N21 1.451, C27 1.534, H30 1.093, H31 1.105
27 C 0.131 -0.996 -4.568  N18 1.443, C26 1.534, H28 1.091, H29 1.097
28 H 0.845 -1.754 -4.895  C27 1.091
29 H -0.259 -0.479 -5.453  C27 1.097
30 H 1.594 0.562 -4.297  C26 1.093
31 H 1.346 -0.424 -2.841  C26 1.105
32 H -1.923 1.168 -2.217  C20 1.093
33 H -0.800 -0.027 -1.548  C20 1.102
34 H -2.618 -1.194 -2.709  C19 1.091
35 H -2.402 -0.171 -4.148  C19 1.097
36 H -0.481 -3.605 -4.117  C17 1.096
37 H -1.772 -3.263 -2.951  C17 1.093
38 H 0.329 -4.156 -1.980  C15 1.092
39 H 1.527 -1.352 -0.660  N12 1.025
40 S -1.248 -1.117 1.604  C8 1.750, C11 1.710
41 C 2.321 0.465 0.803  C10 1.457, O42 1.225, O43 1.330
42 O 2.777 -0.093 -0.187  C41 1.225
43 O 2.962 1.458 1.413  C41 1.330, C44 1.427
44 C 4.215 1.846 0.851  O43 1.427, C45 1.516, H49 1.096, H50 1.096
45 C 4.781 2.977 1.689  C44 1.516, H46 1.087, H47 1.086, H48 1.087
46 H 4.100 3.823 1.683  C45 1.087
47 H 5.738 3.288 1.282  C45 1.086
48 H 4.919 2.649 2.715  C45 1.087
49 H 4.884 0.978 0.845  C44 1.096
50 H 4.057 2.158 -0.188  C44 1.096
51 C 0.988 1.779 3.366  C9 1.487, H52 1.085, H53 1.088, H54 1.088
52 H 0.318 2.022 4.185  C51 1.085
53 H 1.157 2.666 2.758  C51 1.088
54 H 1.952 1.464 3.761  C51 1.088
55 H -4.689 -2.171 4.288  C1 1.086
56 H -5.424 -0.923 3.281  C1 1.087
57 H -5.853 -1.038 4.996  C1 1.086

These are the natural (NBO) partial charges, in e, on atoms 1 to 5:
1 C -0.62
2 C -0.07
3 H 0.19
4 H 0.19
5 O -0.52


Q: What is the relative energy (zero: lowest compared OMol25 entry of this formula, charge and spin) in the second record?
A: 35.2 kcal per mole


Q: The lowest relative energy (zero: lowest compared OMol25 entry of this formula, charge and spin) belongs to which entry?
A: C19H29N3O5S


Please write out number 2 again, unchanged.
Entry from OMol25: a 4-piece molecular cluster, C4H18N2O3S2 overall in a non-equilibrium geometry (ωB97M-V with the def2-TZVPD basis set).

## Properties
relative energy (zero: lowest compared OMol25 entry of this formula, charge and spin): 35.2 kcal per mole
LUMO level: 0.15 eV
DFT total energy: -35231.26345 eV
orbital gap: 8.728 eV
HOMO level: -8.58 eV
SMILES: CN[C@@H](CN)CSS.O.O.O

Last columns: bonded neighbours and bond lengths (Å).
Atoms and positions in Å:
1 S -1.063 -1.700 -1.652  S2 1.993, H9 1.380
2 S -0.886 0.115 -2.458  S1 1.993, C3 1.819
3 C -0.709 1.402 -1.185  S2 1.819, C4 1.562, H10 1.102, H11 1.118
4 C -1.164 1.156 0.289  C3 1.562, C5 1.540, N7 1.522, H12 1.085
5 C -0.008 0.314 0.862  C4 1.540, N6 1.485, H13 1.118, H14 1.068
6 N 0.235 0.661 2.286  C5 1.485, H15 1.024, H16 1.027
7 N -2.442 0.333 0.338  C4 1.522, C8 1.456, H17 1.022
8 C -3.296 0.757 1.439  N7 1.456, H18 1.098, H19 1.084, H20 1.080
9 H 0.058 -2.454 -1.931  S1 1.380
10 H 0.271 1.893 -1.071  C3 1.102
11 H -1.267 2.217 -1.709  C3 1.118
12 H -1.424 2.154 0.626  C4 1.085
13 H 0.999 0.536 0.431  C5 1.118
14 H -0.029 -0.736 0.673  C5 1.068
15 H -0.267 1.535 2.465  N6 1.024
16 H -0.242 0.160 3.045  N6 1.027
17 H -2.242 -0.669 0.345  N7 1.022
18 H -2.963 0.508 2.455  C8 1.098
19 H -3.397 1.836 1.441  C8 1.084
20 H -4.211 0.184 1.465  C8 1.080
21 H 2.079 0.275 3.605  O23 0.974
22 H 3.322 0.885 3.209  O23 0.967
23 O 2.881 0.628 4.030  H21 0.974, H22 0.967
24 H 3.028 -2.257 -1.688  O26 0.957
25 H 2.382 -1.368 -0.496  O26 0.964
26 O 2.314 -1.687 -1.403  H24 0.957, H25 0.964
27 H 3.944 -1.028 0.216  O29 0.960
28 H 3.798 0.465 -0.112  O29 0.963
29 O 3.949 -0.153 0.611  H27 0.960, H28 0.963

These are the natural (NBO) partial charges, in e, on atoms 1 to 5:
1 S -0.18
2 S 0.13
3 C -0.54
4 C -0.08
5 C -0.25